12
Properties=species:S:1:pos:R:3:lowdin_charge:R:1 method="wB97M-V/def2-TZVPD" total_charge=-1 total_energy_ha=-1321.69010 homo_lumo_gap_ha=0.249 spin_multiplicity=1
C -2.5343 0.0388 -0.1971 -0.58
C 0.0137 0.7439 -0.1737 -0.75
C 2.5265 -1.9588 -0.1942 -0.46
N -2.4272 -0.0257 1.0667 -0.27
N -2.2050 -0.2614 2.1563 0.17
O 2.7858 -1.4189 0.7763 0.22
O 2.2812 -2.5078 -1.1711 0.19
O 2.3247 1.9477 0.7790 -0.59
O 0.9998 0.6015 -1.2143 -0.53
S -1.5415 1.1761 -1.0534 0.74
S 1.3094 1.9605 -0.3432 0.80
H -3.5330 -0.2960 -0.4313 0.06



9
Properties=species:S:1:pos:R:3:lowdin_charge:R:1 method="wB97M-V/def2-TZVPD" total_charge=-1 total_energy_ha=-1096.08229 homo_lumo_gap_ha=0.278 spin_multiplicity=1
C -0.7130 1.6940 -0.4204 -0.34
C 2.5265 0.4318 0.7342 -0.15
C -1.1088 -0.7328 -0.0596 -1.49
N -0.7456 0.5085 -0.5448 0.02
N 2.1354 -0.6244 0.5383 -0.01
O -0.7137 2.8634 -0.3887 0.12
S -0.2583 -2.0360 -0.6853 0.46
S -2.5366 -0.8319 0.6600 0.51
H 1.4143 -1.2725 0.1661 -0.13



8
Properties=species:S:1:pos:R:3:lowdin_charge:R:1 method="wB97M-V/def2-TZVPD" total_energy_ha=-354.23911 homo_lumo_gap_ha=0.399 spin_multiplicity=1
N 2.9238 -0.1969 -0.3370 0.13
C 1.7991 -0.4694 -0.0256 -0.11
C 0.2960 -0.2933 0.4100 -0.20
C -0.6050 0.8886 0.0920 -0.03
N -1.8975 0.4202 -0.3145 0.09
O -1.7835 -1.0208 -0.2248 -0.07
N -0.5250 -1.3126 0.1223 0.04
H -0.2079 1.9843 0.2776 0.15



9
Properties=species:S:1:pos:R:3:lowdin_charge:R:1 method="wB97M-V/def2-TZVPD" total_energy_ha=-429.65248 homo_lumo_gap_ha=0.425 spin_multiplicity=1
N 2.7521 -1.2832 -0.2923 0.16
C 2.1780 -0.3033 -0.1481 -0.32
N 1.6056 0.8435 0.0266 0.19
C 0.6608 1.5620 0.1606 -0.29
O -0.1399 2.3774 0.2901 0.20
N -1.5077 -0.1791 -0.2514 0.20
C -1.7615 -1.2979 0.0750 -0.40
O -1.8257 -2.4220 0.3176 0.18
H -1.9618 0.7025 -0.1781 0.08



We obtain HOMO values of -0.1275, -0.1517, -0.4289, -0.4153 Ha for the records listed above, in that order.